No. 1
Density functional theory data (ωB97M-V with the def2-TZVPD basis set) for the ion C6H9O with charge +1.

Atoms and positions in Å:
C (0.020, 1.022, -0.818)
C (0.830, 1.713, 0.024)
C (-0.514, -0.348, -0.587)
C (0.059, -1.348, 0.075)
C (1.862, 0.179, 1.350)
C (-2.071, -0.573, -0.767)
O (1.216, 1.312, 1.254)
H (-0.126, 1.463, -1.812)
H (0.993, 2.763, -0.039)
H (-0.550, -2.193, 0.629)
H (1.079, -1.736, -0.121)
H (2.081, -0.262, 2.413)
H (2.414, -0.162, 0.519)
H (-2.507, 0.258, -1.290)
H (-2.513, -0.592, 0.231)
H (-2.273, -1.495, -1.063)

charge = +1
relative energy (zero: lowest compared OMol25 entry of this formula, charge and spin) = 287.91 kJ/mol
gap between HOMO and LUMO = 8.041 eV
molecular weight = 97.1 u


No. 2
Density functional theory data (ωB97M-V with the def2-TZVPD basis set) for a cluster of 2 separate species, CH5O2PS2 in total.

Atoms and positions in Å:
C (1.264, -0.654, 0.004)
O (1.712, -1.401, 1.062)
O (1.644, -1.239, -1.257)
P (-1.266, -0.291, 0.212)
S (-1.399, 0.571, -1.711)
S (-1.066, 1.551, 1.357)
H (1.424, 0.395, 0.250)
H (1.799, -2.228, 0.708)
H (1.525, -0.657, -2.016)
H (-1.603, -0.672, -1.894)
H (-0.837, 1.217, 2.640)

relative energy (zero: lowest compared OMol25 entry of this formula, charge and spin) = 348.59 kJ/mol
gap between HOMO and LUMO = 7.808 eV
molecular weight = 144.2 u


No. 3
Density functional theory data (ωB97M-V with the def2-TZVPD basis set) for an isolated molecule of C7H6F3N.

Atoms and positions in Å:
C (-0.085, -1.687, 0.254)
C (-0.182, -0.978, -0.967)
C (0.192, -1.122, 1.451)
C (0.103, 0.392, -0.911)
C (0.200, 0.321, 1.548)
C (0.215, 1.021, 0.343)
C (-0.422, 3.319, -0.552)
N (0.599, 2.387, 0.256)
F (-1.689, 3.001, -0.132)
F (-0.246, 4.627, -0.498)
F (0.777, 2.999, 1.530)
H (-0.282, -2.744, 0.385)
H (-0.328, -1.404, -1.870)
H (0.462, -1.663, 2.303)
H (0.060, 1.027, -1.732)
H (0.353, 0.875, 2.426)
H (-0.263, 2.929, -1.554)

SMILES = FC(F)N(F)c1ccccc1
relative energy (zero: lowest compared OMol25 entry of this formula, charge and spin) = 213.53 kJ/mol
gap between HOMO and LUMO = 9.752 eV
molecular weight = 161.1 u


No. 4
Density functional theory data (ωB97M-V with the def2-TZVPD basis set) for a cluster of 2 separate species, C8H8BrClS in total.

Atoms and positions in Å:
C (-3.032, -1.526, -0.193)
C (-2.268, -2.498, 0.355)
C (-2.434, -0.302, 0.123)
C (-1.249, -0.339, 0.781)
C (1.628, 0.344, -1.058)
C (2.843, 1.165, -0.706)
C (1.842, 0.713, 0.395)
C (0.730, 1.368, 1.060)
S (-0.794, -1.942, 1.097)
Cl (-3.047, 1.183, -0.367)
Br (-0.129, 2.857, 0.245)
H (-4.043, -1.669, -0.693)
H (-2.320, -3.569, 0.221)
H (0.781, 0.781, -1.446)
H (1.888, -0.708, -1.355)
H (3.822, 0.689, -0.690)
H (2.850, 2.198, -0.823)
H (2.405, 0.112, 0.977)
H (0.527, 1.140, 2.076)

relative energy (zero: lowest compared OMol25 entry of this formula, charge and spin) = 333.78 kJ/mol
gap between HOMO and LUMO (spin up / spin down) = 7.637 / 6.983 eV
molecular weight = 251.6 u


No. 5
Density functional theory data (ωB97M-V with the def2-TZVPD basis set) for a structure of composition C27H43BrN2P2Sn.

Atoms and positions in Å:
N (-5.688, 3.848, -3.625)
C (-5.578, 4.314, -2.383)
C (-4.704, 3.710, -1.462)
C (-3.887, 2.581, -1.850)
C (-3.997, 2.202, -3.205)
C (-4.949, 2.839, -4.055)
C (-2.922, 1.951, -0.909)
Sn (0.188, -0.377, -0.174)
P (3.162, -0.304, 0.227)
C (-1.641, 1.518, -1.146)
C (-0.574, 2.394, -0.642)
C (0.675, 2.500, -1.324)
C (1.688, 3.392, -0.903)
C (1.517, 4.146, 0.300)
C (0.257, 4.059, 1.000)
C (-0.686, 3.179, 0.523)
Br (2.853, 5.156, 1.078)
H (-3.211, 2.203, 0.113)
H (-1.491, 0.747, -1.928)
H (-4.702, 4.107, -0.445)
H (-3.425, 1.345, -3.563)
H (-6.199, 5.174, -2.109)
H (-5.036, 2.506, -5.103)
H (0.829, 1.890, -2.227)
H (-1.558, 3.000, 1.140)
H (2.591, 3.477, -1.518)
H (0.048, 4.803, 1.748)
P (-1.065, -2.563, 0.178)
C (3.936, 1.359, 0.466)
C (5.392, 1.730, 0.164)
H (3.768, 1.589, 1.530)
H (3.260, 2.001, -0.126)
H (5.507, 2.806, 0.373)
H (6.140, 1.182, 0.753)
H (5.650, 1.612, -0.893)
C (3.142, -1.157, -1.455)
C (4.240, -2.109, -1.930)
H (2.981, -0.375, -2.222)
H (2.203, -1.751, -1.423)
H (3.964, -2.499, -2.921)
H (5.216, -1.629, -2.036)
H (4.349, -2.956, -1.243)
C (3.107, -1.142, 1.849)
C (4.375, -1.251, 2.732)
H (2.753, -2.197, 1.708)
H (2.283, -0.584, 2.342)
H (4.289, -2.148, 3.361)
H (5.274, -1.405, 2.130)
H (4.561, -0.430, 3.431)
C (-1.049, -3.597, 1.655)
C (-1.975, -4.785, 1.450)
H (-1.374, -2.958, 2.481)
H (-0.020, -3.919, 1.869)
H (-3.011, -4.511, 1.198)
H (-1.619, -5.418, 0.631)
H (-1.973, -5.399, 2.354)
C (-0.199, -3.456, -1.120)
C (-0.123, -2.814, -2.505)
H (-0.746, -4.402, -1.174)
H (0.795, -3.726, -0.729)
H (-1.131, -2.675, -2.910)
H (0.372, -1.834, -2.526)
H (0.444, -3.491, -3.162)
C (-2.760, -2.156, -0.325)
C (-3.674, -1.774, 0.847)
H (-3.044, -3.094, -0.821)
H (-2.662, -1.351, -1.077)
H (-4.599, -1.386, 0.398)
H (-3.932, -2.665, 1.441)
H (-3.245, -0.993, 1.506)
C (-0.695, 0.475, 4.797)
C (-0.253, -0.028, 3.529)
N (0.067, -0.329, 2.440)
H (-1.718, 0.851, 4.716)
H (-0.067, 1.294, 5.155)
H (-0.691, -0.304, 5.558)

charge = +2
relative energy (zero: lowest compared OMol25 entry of this formula, charge and spin) = 68.37 kJ/mol
gap between HOMO and LUMO (spin up / spin down) = 5.919 / 5.920 eV
molecular weight = 656.2 u


No. 6
Density functional theory data (ωB97M-V with the def2-TZVPD basis set) for an isolated molecule of C4H10N2OS.

Atoms and positions in Å:
C (1.430, -0.988, -1.002)
C (1.042, 0.308, -0.306)
C (1.251, 0.049, 1.274)
C (-1.329, -0.071, -0.379)
H (1.209, -0.923, -2.066)
H (2.497, -1.197, -0.863)
H (0.886, -1.902, -0.663)
H (1.856, 1.020, -0.565)
H (2.294, -0.277, 1.412)
H (0.991, 0.997, 1.762)
H (0.587, -0.798, 1.649)
H (-0.792, 2.390, 0.947)
H (-1.161, -1.147, -0.469)
H (-4.169, -0.303, 0.336)
N (-0.224, 0.785, -0.607)
N (-2.475, 0.348, -0.068)
O (-3.363, -0.729, -0.017)
S (-0.530, 2.435, -0.375)

SMILES = CC(C)N(S)/C=N/O
relative energy (zero: lowest compared OMol25 entry of this formula, charge and spin) = 316.69 kJ/mol
gap between HOMO and LUMO = 9.522 eV
molecular weight = 134.2 u


No. 7
Density functional theory data (ωB97M-V with the def2-TZVPD basis set) for a structure of composition C2H7ClN3.

Atoms and positions in Å:
C (0.106, -0.762, 0.050)
C (-1.333, -0.813, 0.430)
N (-0.256, -0.735, -1.233)
N (-1.626, -0.393, -0.990)
N (0.914, 0.818, 0.552)
Cl (-1.743, -2.495, 0.966)
H (0.972, -1.364, 0.556)
H (-1.618, -0.202, 1.204)
H (0.138, -0.807, -2.179)
H (-2.279, -0.766, -1.553)
H (1.350, 0.597, 1.620)
H (0.399, 1.628, 0.567)
H (1.786, 0.930, -0.033)

charge = +1
relative energy (zero: lowest compared OMol25 entry of this formula, charge and spin) = 396.51 kJ/mol
gap between HOMO and LUMO = 9.808 eV
molecular weight = 108.6 u


No. 8
Density functional theory data (ωB97M-V with the def2-TZVPD basis set) for a cluster of 2 separate species, C28H33N4 in total.

Atoms and positions in Å:
C (-4.217, -3.674, 0.045)
C (-3.445, -2.378, 0.277)
C (-2.438, -2.060, -0.831)
C (-1.074, -2.691, -0.563)
N (-0.046, -1.937, -0.378)
C (1.265, -2.519, -0.162)
C (1.170, -3.904, 0.420)
C (0.204, -4.739, -0.382)
N (-1.056, -4.046, -0.507)
C (-2.153, -4.860, -1.029)
C (-3.381, -4.939, -0.120)
H (-4.890, -3.834, 0.894)
H (-4.849, -3.553, -0.843)
H (-4.164, -1.552, 0.351)
H (-2.952, -2.407, 1.257)
H (-2.815, -2.399, -1.806)
H (-2.275, -0.976, -0.888)
H (1.816, -2.538, -1.122)
H (1.812, -1.855, 0.517)
H (2.145, -4.388, 0.422)
H (0.828, -3.830, 1.458)
H (0.612, -4.933, -1.387)
H (0.028, -5.707, 0.096)
H (-2.437, -4.515, -2.036)
H (-1.751, -5.876, -1.127)
H (-3.059, -5.293, 0.868)
H (-4.026, -5.729, -0.533)
C (-0.346, 1.790, 5.142)
N (0.149, 1.957, 3.788)
C (-0.184, 1.168, 2.727)
C (0.463, 1.646, 1.566)
C (0.327, 1.121, 0.269)
C (0.429, 1.905, -0.882)
C (0.444, 3.317, -1.025)
N (0.779, 3.645, -2.304)
C (0.962, 4.996, -2.795)
C (0.958, 2.481, -3.063)
C (0.718, 1.380, -2.214)
C (0.978, 0.095, -2.649)
C (1.583, -0.079, -3.902)
C (1.861, 1.032, -4.725)
C (1.506, 2.333, -4.330)
C (1.301, 2.766, 2.004)
C (1.042, 2.955, 3.386)
C (1.691, 3.912, 4.157)
C (2.672, 4.693, 3.526)
C (2.965, 4.499, 2.168)
C (2.286, 3.537, 1.401)
H (0.232, 2.446, 5.795)
H (-1.409, 2.057, 5.207)
H (-0.221, 0.746, 5.458)
H (-0.869, 0.329, 2.806)
H (0.084, 0.061, 0.143)
H (0.255, 4.075, -0.271)
H (1.346, 4.936, -3.816)
H (0.009, 5.539, -2.783)
H (1.674, 5.539, -2.156)
H (0.699, -0.730, -1.991)
H (1.850, -1.079, -4.244)
H (2.359, 0.885, -5.683)
H (1.649, 3.210, -4.959)
H (1.439, 4.029, 5.210)
H (3.207, 5.451, 4.098)
H (3.738, 5.107, 1.697)
H (2.516, 3.381, 0.352)

charge = +1
relative energy (zero: lowest compared OMol25 entry of this formula, charge and spin) = 0.00 kJ/mol
gap between HOMO and LUMO = 6.513 eV
molecular weight = 425.6 u